Below is a 11-piece molecular cluster, C35H100N14O11 overall, with properties calculated with wB97M-V/def2-TZVPD.

Geometry (Å):
C  -4.4838  -1.2482  -5.4034
O  -4.4866  0.1139  -5.2216
C  -3.8370  0.4797  -4.0107
C  -3.5681  2.0036  -4.1260
C  -2.2719  2.3637  -4.8112
N  -3.4201  2.6636  -2.8246
H  -4.7966  -1.7584  -4.4570
H  -3.4941  -1.7380  -5.6015
H  -5.2217  -1.4642  -6.2087
H  -4.4529  0.1162  -3.1993
H  -2.8701  -0.1134  -3.9478
H  -4.3914  2.3695  -4.7144
H  -2.1550  1.7236  -5.6548
H  -1.4007  2.3041  -4.2028
H  -2.3281  3.4058  -5.1762
H  -4.2626  2.8955  -2.3247
H  -3.0048  3.5687  -2.8240
C  4.2428  1.7056  -6.0342
O  3.4744  2.2749  -5.0027
C  3.8921  1.8076  -3.7776
C  2.8670  2.2825  -2.6402
C  3.0671  3.7485  -2.4052
N  2.9393  1.5140  -1.4296
H  3.8678  2.0691  -6.9891
H  4.1999  0.6479  -6.0468
H  5.2663  1.9980  -5.8549
H  4.0358  0.7103  -3.8022
H  4.9042  2.2538  -3.5482
H  1.9140  2.0708  -3.0378
H  2.2197  4.3009  -1.9081
H  3.1522  4.2063  -3.4418
H  3.9298  3.9273  -1.8383
H  2.5990  0.5938  -1.5452
H  3.9263  1.5518  -1.1537
C  -1.8254  -4.4195  -3.3345
O  -1.4592  -3.1078  -3.6453
C  -0.2607  -2.5813  -3.1414
C  0.0724  -1.2454  -3.8155
C  0.3615  -1.3866  -5.2639
N  1.2137  -0.5607  -3.1949
H  -0.9637  -5.0728  -3.3051
H  -2.4672  -4.7746  -4.1531
H  -2.4491  -4.4286  -2.4202
H  -0.2678  -2.5036  -2.0304
H  0.5332  -3.3635  -3.2559
H  -0.9081  -0.7067  -3.6798
H  0.3047  -0.3583  -5.6985
H  -0.3068  -2.0659  -5.7647
H  1.3707  -1.8330  -5.3925
H  0.9530  -0.3324  -2.2177
H  1.9567  -1.2884  -3.0823
C  10.1335  0.6745  0.4597
O  9.0155  1.2948  -0.1047
C  7.9991  1.5776  0.8317
C  6.7100  1.9723  0.1604
C  5.7124  2.6350  1.1254
N  6.0650  0.9048  -0.6097
H  10.9190  0.5919  -0.3149
H  9.8060  -0.2388  0.9293
H  10.5623  1.3143  1.2263
H  7.6684  0.7201  1.4115
H  8.2705  2.3842  1.5410
H  6.9591  2.6812  -0.6234
H  5.3467  1.8073  1.7158
H  4.9704  3.1200  0.5457
H  6.3041  3.2501  1.8568
H  5.5768  0.2209  -0.0592
H  6.7110  0.4326  -1.1896
C  -4.5728  4.8529  3.0712
O  -3.2223  5.1808  3.2368
C  -2.3815  4.1235  3.0482
C  -0.9400  4.4769  3.4528
C  -0.9306  5.0627  4.8119
N  -0.2751  5.3840  2.5538
H  -5.1435  5.7725  3.0345
H  -4.9843  4.2193  3.8679
H  -4.7163  4.1893  2.1796
H  -2.6443  3.2442  3.6616
H  -2.2991  3.8666  2.0298
H  -0.5311  3.4570  3.4552
H  -1.3557  6.0447  4.7084
H  0.0439  5.1334  5.3782
H  -1.5912  4.5001  5.4778
H  -0.7933  6.2277  2.4983
H  -0.2355  4.9614  1.6263
C  1.6744  -5.9810  1.0382
O  1.0011  -4.8305  0.5591
C  -0.4269  -5.0119  0.4648
C  -1.2693  -5.4782  1.6852
C  -2.7404  -5.6458  1.2889
N  -0.9604  -4.7023  2.8668
H  2.7355  -5.7860  1.1045
H  1.3196  -6.8830  0.4536
H  1.2723  -6.1167  2.1011
H  -0.8110  -4.0290  0.0863
H  -0.6262  -5.7269  -0.3715
H  -0.9121  -6.4871  1.9471
H  -3.1736  -4.6395  0.9689
H  -3.4044  -5.9199  2.1255
H  -2.8022  -6.3610  0.4482
H  -1.0186  -5.2945  3.7049
H  -1.6135  -3.9258  3.0217
C  -2.3897  -1.1809  0.0143
O  -3.1113  -2.1152  0.8006
C  -4.5286  -2.1443  0.6707
C  -5.2618  -2.1990  -0.7420
C  -6.6546  -2.5694  -0.3913
N  -4.8693  -3.2317  -1.7254
H  -2.6530  -1.3243  -1.0463
H  -1.3452  -1.4501  0.0777
H  -2.6424  -0.0696  0.3375
H  -4.7654  -3.0361  1.3219
H  -4.9798  -1.3237  1.2197
H  -5.2395  -1.1615  -1.2723
H  -6.5698  -3.5521  0.0697
H  -7.2135  -2.7740  -1.3170
H  -7.1552  -1.9103  0.3273
H  -3.9172  -3.0181  -1.9628
H  -4.9610  -4.1548  -1.3469
C  0.4606  2.2229  6.6919
O  1.4402  1.3591  6.2557
C  1.0437  0.0933  5.7826
C  0.6570  0.1288  4.2940
C  0.0204  -1.1805  3.7090
N  1.7307  0.6327  3.4323
H  0.9911  2.8559  7.3743
H  -0.2671  1.6906  7.3088
H  0.0040  2.7538  5.8065
H  1.9191  -0.5162  5.8510
H  0.2804  -0.3133  6.4909
H  -0.1862  0.8786  4.2064
H  -0.1222  -0.9547  2.6570
H  -0.9523  -1.3005  4.0920
H  0.6677  -2.0189  3.9144
H  2.4778  -0.0257  3.3808
H  2.0801  1.5067  3.7520
N  -3.8420  1.6029  2.1514
C  -4.2677  0.5758  2.8915
N  -3.4197  0.1491  3.8949
O  -5.4004  0.1123  2.7813
H  -2.8598  1.8942  1.9756
H  -4.3476  1.7984  1.2528
H  -2.4380  0.2882  3.7047
H  -3.6604  -0.7071  4.4405
N  -1.0387  2.0035  -0.4814
C  -0.4262  1.5975  0.7569
N  0.8818  1.4471  0.8055
O  -1.1819  1.3795  1.7210
H  -0.5919  1.7484  -1.2903
H  -1.9918  1.7280  -0.5632
H  1.3921  1.1857  1.6900
H  1.5357  1.6082  -0.0243
N  1.5546  -1.9090  0.3084
C  2.9180  -1.6933  0.4466
N  3.6378  -2.7141  -0.2008
O  3.2804  -0.6740  0.9240
H  1.2636  -2.8969  0.4225
H  1.0616  -1.3244  0.9473
H  4.5987  -2.9245  -0.0264
H  3.0426  -3.4135  -0.4911

## Properties
ΔE to the lowest compared entry with this formula, charge and spin = 48.6 kcal/mol
HOMO = -0.3191 hartree
E_LUMO = 0.0111 Ha
multiplicity = 1

Atom charges from the Mulliken analysis, given in e for atoms 1 to 99:
1. C -0.40
2. O -0.45
3. C 0.77
4. C 0.36
5. C -1.61
6. N -0.49
7. H 0.18
8. H 0.10
9. H 0.31
10. H 0.14
11. H -0.57
12. H 0.29
13. H 0.42
14. H 0.31
15. H 0.38
16. H 0.22
17. H 0.22
18. C -0.81
19. O -0.33
20. C -0.68
21. C 0.41
22. C -1.48
23. N 0.69
24. H 0.27
25. H 0.30
26. H 0.34
27. H 0.46
28. H 0.36
29. H 0.06
30. H 0.25
31. H 0.35
32. H 0.34
33. H -0.34
34. H -0.31
35. C -0.65
36. O -0.08
37. C -0.59
38. C 1.98
39. C -1.73
40. N 0.12
41. H 0.32
42. H 0.27
43. H 0.09
44. H 0.14
45. H 0.45
46. H -1.71
47. H 0.31
48. H 0.44
49. H 0.35
50. H -0.16
51. H 0.27
52. C -0.74
53. O -0.30
54. C -0.87
55. C 0.40
56. C -1.32
57. N -0.38
58. H 0.23
59. H 0.33
60. H 0.30
61. H 0.34
62. H 0.33
63. H 0.36
64. H 0.32
65. H 0.29
66. H 0.39
67. H 0.04
68. H 0.24
69. C -0.72
70. O -0.40
71. C -0.58
72. C 1.67
73. C -1.66
74. N -0.65
75. H 0.32
76. H 0.28
77. H 0.19
78. H 0.31
79. H 0.42
80. H -0.77
81. H 0.41
82. H 0.27
83. H 0.40
84. H 0.33
85. H 0.30
86. C -0.89
87. O -0.27
88. C -0.23
89. C 0.21
90. C -1.46
91. N -0.35
92. H 0.30
93. H 0.28
94. H 0.28
95. H -0.34
96. H 0.37
97. H 0.56
98. H -0.01
99. H 0.40

Below is a 14-piece molecular cluster, C35H106N14O14 overall, with properties calculated with wB97M-V/def2-TZVPD.

Geometry (Å):
C  2.7105  1.5880  -5.2412
O  3.3091  0.5776  -4.8324
N  1.4161  1.8032  -5.3404
N  3.3143  2.6792  -5.4360
H  1.0209  2.7182  -5.5040
H  0.7730  1.0741  -5.0667
H  4.2936  2.7887  -5.2146
H  2.7847  3.4808  -5.7475
C  4.6237  0.1345  -0.4737
O  5.1662  0.3288  0.6215
N  3.3664  -0.2886  -0.6688
N  5.2114  0.2407  -1.6182
H  3.0076  -0.7157  -1.5107
H  2.8185  -0.3274  0.1788
H  4.5912  0.2507  -2.4153
H  5.9932  0.8799  -1.6018
C  -1.2151  2.3140  3.7803
O  -1.1930  1.9066  4.9119
N  -2.2507  2.9293  3.2565
N  -0.2754  2.1628  2.9704
H  -2.1150  3.3222  2.3360
H  -3.1447  2.9075  3.7261
H  0.6159  1.8174  3.2965
H  -0.4393  2.3465  1.9909
C  2.4996  -5.5130  2.3211
C  3.2512  -5.0012  3.5509
C  4.7954  -5.3009  3.6382
O  5.1509  -6.6073  3.6221
C  6.5906  -6.8392  3.5132
N  3.0014  -3.5789  3.6546
H  1.4155  -5.4084  2.3650
H  2.7366  -6.5759  2.2739
H  2.9167  -5.0943  1.4052
H  2.7890  -5.4585  4.4257
H  5.2205  -4.9862  4.5913
H  5.3762  -4.7900  2.8702
H  6.7915  -7.9097  3.5550
H  7.1470  -6.4756  4.3770
H  7.0919  -6.3753  2.6637
H  3.6847  -3.1901  4.2887
H  2.1486  -3.6668  4.1885
C  4.5765  3.7125  4.9111
C  3.2377  2.9345  5.0856
C  3.3942  1.4552  4.6300
O  2.0241  1.0475  4.4268
C  1.9074  -0.2849  3.8201
N  2.7584  2.9605  6.5328
H  4.5141  4.6992  5.3701
H  4.6932  3.7392  3.8277
H  5.4294  3.1588  5.3036
H  2.5511  3.4792  4.4375
H  3.9087  0.8329  5.3622
H  3.9474  1.3940  3.6928
H  1.1750  -0.3644  3.0167
H  1.5346  -0.9251  4.6197
H  2.8230  -0.6968  3.3956
H  2.0840  2.2156  6.4307
H  3.5042  2.5485  7.0752
C  3.3005  4.1983  -1.2527
C  2.9548  4.7333  -2.6314
C  1.5158  5.3885  -2.8661
O  0.5109  4.4086  -2.5715
C  -0.7858  4.7504  -3.0286
N  3.9885  5.6157  -3.0060
H  2.5989  3.5021  -0.7931
H  3.3238  4.9137  -0.4308
H  4.1235  3.4923  -1.3648
H  2.9903  3.9208  -3.3572
H  1.5256  5.7803  -3.8832
H  1.5889  6.2326  -2.1803
H  -1.4767  3.9074  -3.0273
H  -0.7614  5.1704  -4.0342
H  -1.2328  5.5309  -2.4129
H  4.7172  5.7071  -2.3126
H  3.4151  6.4402  -2.8986
C  -2.2127  1.1669  -0.6101
C  -0.8639  0.4661  -0.5407
C  -0.7630  -0.7954  0.3639
O  0.6188  -1.1462  0.2475
C  0.8912  -2.4296  0.7058
N  -0.5934  0.0862  -1.9193
H  -2.2112  1.7427  -1.5356
H  -2.4341  1.9403  0.1254
H  -2.9836  0.3980  -0.6621
H  -0.1126  1.1893  -0.2235
H  -1.4546  -1.5747  0.0438
H  -0.8828  -0.4255  1.3822
H  0.8033  -2.6301  1.7736
H  1.9236  -2.6634  0.4458
H  0.3434  -3.1674  0.1196
H  -0.1603  0.8319  -2.4451
H  0.2104  -0.5188  -1.8296
C  -3.1424  -6.5995  5.4055
C  -3.5048  -6.2569  3.9419
C  -2.3844  -5.5059  3.0932
O  -3.0786  -5.0861  1.9067
C  -2.1577  -4.4246  0.9806
N  -3.7344  -7.6073  3.4430
H  -2.2963  -7.2747  5.5324
H  -3.9920  -7.0090  5.9518
H  -2.8735  -5.6103  5.7761
H  -4.4101  -5.6512  3.9825
H  -1.4716  -6.0473  2.8446
H  -1.8869  -4.7052  3.6406
H  -2.6890  -4.0828  0.0924
H  -1.3663  -5.1219  0.7058
H  -1.7850  -3.4801  1.3770
H  -3.9460  -7.4682  2.4652
H  -2.8701  -8.1178  3.5547
C  2.4826  -3.2224  -4.9422
C  2.3363  -2.9245  -3.4468
C  3.7813  -2.9842  -2.8277
O  4.3970  -4.3408  -2.9532
C  5.6688  -4.3154  -2.2784
N  1.8613  -1.5806  -3.4759
H  2.8246  -4.2160  -5.2321
H  3.2528  -2.5866  -5.3788
H  1.6033  -3.1211  -5.5783
H  1.6419  -3.5735  -2.9132
H  3.8579  -2.6429  -1.7954
H  4.4486  -2.3539  -3.4155
H  6.4616  -3.8186  -2.8377
H  5.9802  -5.3587  -2.2252
H  5.6379  -3.9346  -1.2576
H  1.0125  -1.6483  -4.0192
H  2.4591  -1.0404  -4.0850
C  -4.0331  3.8263  -1.7181
C  -4.0780  5.2055  -2.4353
C  -5.3799  5.4796  -3.2249
O  -5.7202  4.6692  -4.2892
C  -6.7006  5.0890  -5.1872
N  -3.8793  6.2989  -1.4375
H  -3.9445  2.8730  -2.2392
H  -4.9854  3.6163  -1.2310
H  -3.2527  3.7929  -0.9579
H  -3.3343  5.3738  -3.2142
H  -5.3842  6.5308  -3.5131
H  -6.2600  5.2739  -2.6157
H  -7.6494  5.1273  -4.6520
H  -6.8290  4.2415  -5.8605
H  -6.3226  5.9746  -5.6980
H  -3.6061  7.0582  -2.0449
H  -4.7980  6.5397  -1.0939
C  -5.9413  2.0142  1.3267
C  -6.2164  0.7294  0.4543
C  -5.8354  -0.5225  1.3198
O  -5.9564  -1.8203  0.6354
C  -5.3737  -2.0360  -0.5923
N  -7.6334  0.6492  0.2518
H  -4.8628  2.1318  1.4318
H  -6.3045  1.9213  2.3502
H  -6.3905  2.9164  0.9117
H  -5.6439  0.5862  -0.4621
H  -6.2860  -0.4697  2.3109
H  -4.8002  -0.2938  1.5732
H  -5.5168  -3.0790  -0.8748
H  -4.2930  -1.9330  -0.6900
H  -5.8576  -1.5446  -1.4364
H  -8.0542  0.8979  1.1356
H  -7.7584  -0.3452  0.3765
O  -2.5650  -0.6591  -3.7390
H  -1.9829  -1.3841  -3.9665
H  -2.1832  -0.2848  -2.9451
O  -0.3936  3.5504  0.3394
H  -0.6343  4.4124  0.6792
H  -0.6196  3.5872  -0.5900
O  -2.4414  2.0304  -4.5270
H  -3.3302  2.3838  -4.4915
H  -2.5551  1.0848  -4.4317

## Properties
HOMO (alpha / beta) = -0.3847 / -0.3847 hartree
E_LUMO (alpha / beta) = -0.0959 / -0.3220 Ha
multiplicity = 2
charge = +1

Atom charges from the Mulliken analysis, given in e for atoms 1 to 99:
1. C 0.78
2. O -0.75
3. N -0.33
4. N -0.39
5. H 0.14
6. H 0.09
7. H 0.21
8. H 0.14
9. C 0.42
10. O -0.73
11. N 0.50
12. N -0.32
13. H -0.17
14. H -0.23
15. H 0.14
16. H 0.28
17. C 0.71
18. O -0.71
19. N -0.30
20. N 0.16
21. H 0.11
22. H 0.18
23. H 0.09
24. H 0.01
25. C -0.94
26. C 0.25
27. C -0.81
28. O -0.34
29. C -0.79
30. N -0.39
31. H 0.05
32. H 0.49
33. H 0.11
34. H 0.26
35. H 0.36
36. H 0.44
37. H 0.27
38. H 0.33
39. H 0.32
40. H 0.23
41. H 0.25
42. C -1.52
43. C 0.50
44. C -0.54
45. O -0.60
46. C -0.42
47. N -0.75
48. H 0.39
49. H 0.36
50. H 0.33
51. H 0.20
52. H 0.22
53. H 0.42
54. H -0.24
55. H 0.33
56. H 0.41
57. H 0.36
58. H 0.30
59. C -1.52
60. C 1.39
61. C -1.03
62. O 0.04
63. C -1.36
64. N -0.68
65. H 0.20
66. H 0.36
67. H 0.42
68. H -0.64
69. H 0.42
70. H 0.33
71. H 0.24
72. H 0.55
73. H 0.53
74. H 0.33
75. H 0.36
76. C 0.17
77. C 0.63
78. C -1.28
79. O 0.74
80. C -1.15
81. N 0.35
82. H -0.36
83. H 0.50
84. H -0.57
85. H 0.25
86. H 0.23
87. H 0.41
88. H 0.33
89. H 0.21
90. H 0.32
91. H -0.19
92. H -0.19
93. C -1.41
94. C 0.28
95. C -0.53
96. O -0.37
97. C -0.81
98. N -0.75
99. H 0.34

Molecular weight, respectively: 893.27; 947.32 g mol⁻¹.